Computed, not measured: a molecular structure, C39H57CoN7O3 at a distorted geometry, with the ωB97M-V functional and the def2-TZVPD basis.

Structure (XYZ):
```
107
Properties=species:S:1:pos:R:3:forces:R:3
Co 0.4911 -0.4323 0.3452 0.72 -0.34 0.96
O -1.3336 -3.8986 1.0711 0.05 0.01 0.06
O 0.6982 0.2147 -1.4167 -0.15 0.04 -0.38
O 2.9914 1.1639 3.0305 -0.06 -0.04 -0.10
N 2.0672 0.5173 0.9957 -0.08 0.27 -0.39
N -0.1169 0.2989 -3.5181 -0.18 0.06 0.08
N -0.6453 0.7724 1.2639 -0.36 -0.13 -0.24
N 0.7288 -1.2787 1.9929 -0.44 0.18 0.20
N -2.2734 2.2790 1.8587 0.02 0.02 0.02
N 1.8682 1.3436 -2.9606 -0.12 -0.02 -0.13
N -0.7122 -1.9075 0.0533 -0.43 0.20 -0.25
C 2.4933 2.7512 0.0659 -0.01 0.19 0.09
C 2.8514 1.4048 0.1948 0.07 -0.16 0.20
C -0.5803 -2.8328 -2.1792 0.13 -0.07 -0.20
C 3.2513 3.5779 -0.7587 0.05 -0.01 0.04
C -1.9971 1.7134 -0.5123 -0.09 -0.09 0.02
C 5.2182 -0.7526 0.9965 0.00 0.06 -0.03
C -1.7845 2.2877 3.2403 -0.14 -0.08 0.01
C 3.9758 0.8930 -0.4738 0.15 -0.07 -0.08
C -0.1575 -2.7734 3.5703 0.12 -0.06 0.07
C -4.9416 -0.9138 -0.8163 0.12 0.10 0.06
C 0.9892 -4.6232 -1.4508 0.00 0.02 0.01
C -0.7974 -2.8065 1.0678 -0.01 0.08 -0.11
C -1.1784 -3.2110 -3.3782 0.04 0.07 0.01
C -4.2186 -2.8629 0.5416 0.07 -0.03 0.07
C 0.3888 4.1513 -0.0325 -0.01 -0.04 -0.03
C -2.7587 -2.1028 -1.3573 -0.08 -0.05 -0.01
C -2.1961 1.0628 4.0592 0.02 -0.03 0.01
C -4.7154 2.5132 2.2664 0.01 0.00 0.01
C -3.4747 3.0726 1.5835 0.05 0.02 -0.01
C 2.2625 0.4805 2.3306 0.18 0.03 -0.05
C -0.0657 -2.2988 2.2777 0.04 -0.10 0.00
C 0.8805 -3.1721 -1.9356 -0.09 0.00 -0.03
C -3.3102 -2.4873 -2.5789 0.08 0.05 -0.02
C -3.7127 -1.6550 -0.2621 -0.06 -0.05 -0.08
C -1.6410 1.5498 0.9290 0.21 0.14 0.06
C 4.5127 -0.5294 -0.3443 -0.10 -0.01 0.10
C 1.8770 4.2115 2.0040 0.04 0.02 -0.02
C 1.3464 3.3517 0.8532 -0.01 -0.01 0.02
C -2.5328 -3.0260 -3.5886 0.00 0.00 0.03
C 0.8100 0.6065 -2.6039 0.14 -0.01 0.09
C 4.7066 1.7584 -1.2872 0.03 -0.01 0.02
C -0.0776 0.7137 -4.9066 0.02 -0.07 -0.04
C 4.3525 3.0891 -1.4395 -0.02 0.04 0.03
C 1.4017 -1.0468 4.2315 0.00 -0.08 0.00
C 0.5817 -2.1264 4.5561 0.00 -0.01 -0.02
C 1.4509 -0.6460 2.9133 0.04 -0.05 0.04
C 3.5071 -1.6428 -0.6393 0.08 0.26 -0.12
C -1.3707 -2.2520 -1.1769 0.12 -0.20 0.11
C 1.7768 -2.9472 -3.1530 -0.05 -0.05 -0.02
H -3.4035 -3.4600 0.9431 -0.09 0.03 -0.03
H 0.0369 3.5540 -0.8778 0.10 0.07 0.02
H -0.6964 2.3963 3.2197 0.01 0.06 0.01
H -1.3171 1.1310 -1.1196 0.01 -0.06 -0.01
H 2.9886 4.6241 -0.8503 -0.01 0.01 -0.01
H 2.5536 1.5763 -2.2541 -0.03 -0.02 -0.07
H -4.6836 2.6611 3.3459 0.01 -0.01 -0.01
H -4.3753 -2.3838 -2.7354 0.01 -0.01 0.00
H 1.2461 -2.5325 -1.1300 -0.09 -0.11 -0.17
H -2.9872 -3.3309 -4.5226 0.00 0.00 0.01
H -1.5537 0.9686 4.9352 -0.02 0.01 0.02
H -3.0090 1.3841 -0.7083 -0.29 -0.13 -0.04
H 5.9669 0.0186 1.1789 0.00 0.00 0.00
H -4.7133 -0.2677 -1.6649 0.10 0.11 0.05
H 5.2769 -0.6045 -1.1221 0.04 -0.04 0.02
H 2.0317 1.6212 -3.9112 0.00 0.01 0.00
H 3.0532 -1.5079 -1.6241 0.09 0.08 0.22
H 2.8112 -3.1853 -2.9020 -0.05 -0.02 -0.04
H 4.5200 -0.7292 1.8316 -0.05 0.00 0.03
H 1.0524 4.5913 2.6128 0.00 0.00 -0.01
H 1.7422 -1.9114 -3.5013 -0.01 0.00 -0.01
H -3.6264 3.1188 0.5104 -0.01 0.00 -0.01
H 1.9990 -0.5169 4.9605 -0.01 -0.01 0.02
H -0.4801 4.4749 0.5472 0.00 0.01 0.00
H -5.6046 3.0176 1.8894 0.01 0.02 0.02
H -5.4121 -0.3143 -0.0367 -0.01 0.02 0.05
H 0.3385 -4.8056 -0.5955 0.00 -0.01 -0.02
H -4.8530 -2.5314 1.3671 -0.03 0.02 -0.03
H 0.5178 -2.4633 5.5824 0.01 0.00 0.00
H -4.8170 1.4455 2.0713 -0.02 -0.03 -0.05
H -0.5836 -3.6829 -4.1474 0.03 0.00 -0.04
H 2.4263 5.0727 1.6170 0.00 0.01 0.01
H -4.8180 -3.5051 -0.1067 0.00 -0.01 0.00
H 0.7820 2.5246 1.2787 0.13 0.10 0.00
H -2.1160 0.1411 3.4782 0.04 0.01 0.01
H -3.1607 -1.0070 0.4223 0.05 0.15 0.03
H -5.6954 -1.6245 -1.1577 0.01 0.00 0.00
H 4.0093 -2.6122 -0.6290 0.00 -0.01 -0.02
H 2.7147 -1.6834 0.1095 0.07 -0.03 0.09
H -0.8333 -0.3412 -3.2062 0.04 -0.10 -0.02
H 0.8591 5.0501 -0.4326 0.02 0.01 0.00
H -2.1710 3.1957 3.7016 0.03 0.01 0.02
H -0.4275 0.7815 2.2495 -0.08 -0.05 0.02
H -1.9152 2.7639 -0.7921 -0.05 -0.08 0.02
H -3.2258 1.1406 4.4034 0.00 -0.01 -0.03
H 2.0165 -4.8551 -1.1639 0.02 -0.01 -0.02
H -0.7928 -3.6240 3.7738 -0.01 0.01 0.02
H -3.2847 4.0922 1.9253 0.00 0.03 -0.04
H 5.5777 1.3743 -1.8047 0.00 0.01 0.00
H 0.7515 0.2478 -5.4453 -0.01 0.00 0.01
H 5.7191 -1.7224 0.9984 -0.01 0.00 0.00
H -1.0046 0.4041 -5.3802 0.01 0.00 -0.01
H 2.5488 3.6375 2.6421 -0.02 -0.01 -0.01
H 0.6964 -5.3097 -2.2487 0.00 0.00 0.02
H 1.4970 -3.5910 -3.9865 -0.02 -0.02 -0.02
H 4.9421 3.7419 -2.0700 -0.01 0.00 0.00
H -0.0011 1.7990 -4.9911 -0.01 0.00 0.02
```
Positions in Å, forces in eV/Å.

Results
Lowest unoccupied orbital energy (alpha / beta) in Eh: -0.1400 / -0.1408
E in Eh: -3512.02933
Net charge: +1

Computed, not measured: a molecular structure, C39H58AsN7OSSi3Tl at a distorted geometry, with the ωB97M-V functional and the def2-TZVPD basis.

Structure (XYZ):
```
111
Properties=species:S:1:pos:R:3:forces:R:3
Tl -1.1976 0.4956 -0.0787 -0.44 -0.28 -0.50
As -0.0070 -2.0264 -1.6171 0.40 -0.53 -0.51
S -1.4916 2.4713 -2.1901 0.51 -0.27 0.15
Si -1.6584 -3.4315 -2.5995 -1.11 -0.82 -0.61
Si 1.3702 -3.6814 -0.6217 0.66 -1.16 0.57
Si 1.2221 -1.4341 -3.5721 0.62 0.47 -1.04
O -2.3784 -1.6248 0.3743 0.45 0.39 -0.11
N 6.0916 8.4407 -0.6187 -0.14 -0.26 0.02
N -4.0241 1.7881 -1.4318 -1.43 0.66 -0.43
N -3.6250 0.8161 -0.5874 0.59 -0.48 0.60
N 1.4736 0.8610 -0.7098 0.01 0.48 -0.49
N -1.0726 1.0796 2.1506 -1.09 0.03 -0.36
N -3.8087 3.2406 -3.1415 -0.29 0.23 -0.25
N 2.9204 2.4980 -0.4095 0.04 -0.26 0.04
C 2.9570 -3.0220 0.2437 -0.69 0.22 -0.38
C -0.0459 -1.7811 2.9226 0.05 0.05 0.22
C -0.1157 -0.8145 4.1019 -0.11 -0.06 -0.06
C -0.2874 3.9245 2.3313 -0.12 -0.01 0.00
C 5.5394 7.4294 -0.5919 0.72 1.38 -0.04
C 4.9575 3.7979 -0.3152 -0.43 -0.28 -0.03
C -3.3542 -1.6229 1.2061 -0.52 0.06 0.17
C -3.4496 -2.6452 2.1898 0.15 -0.09 -0.09
C 1.7196 0.8348 4.4719 0.20 0.17 -0.16
C 0.2264 -0.0668 -4.4593 0.29 -0.52 0.55
C 1.6334 -2.7413 -4.9320 -0.38 0.18 0.71
C -5.4860 -0.8032 2.0872 0.02 0.12 -0.03
C 4.8770 6.1935 -0.5671 -0.81 -1.56 0.05
C 1.8675 2.0360 -1.1320 -0.37 -0.33 -0.09
C -1.5742 -0.5800 4.5006 0.20 -0.11 0.06
C 0.5663 0.4976 3.7964 -0.15 -0.10 -0.05
C -1.1186 -4.8643 -3.7745 0.21 0.67 0.50
C -4.4252 -0.6651 1.1811 0.38 -0.55 0.53
C 3.5735 3.7277 -0.5075 0.40 0.87 0.02
C 0.5044 2.7651 2.8808 -0.18 -0.10 -0.23
C -4.5152 0.4245 0.2643 0.04 0.68 -0.84
C -1.5844 4.0458 3.1370 0.13 0.21 -0.08
C -2.7385 -4.2924 -1.2856 0.53 0.51 -0.20
C -3.2140 2.4439 -2.1912 0.29 -0.34 0.40
C -5.5439 -1.8146 3.0130 -0.20 -0.09 0.25
C -4.5019 -2.7415 3.0605 -0.10 -0.01 -0.01
C -2.7788 -2.3116 -3.6760 0.58 -0.11 0.52
C 5.6036 5.0110 -0.3466 -0.15 0.61 -0.05
C 2.8478 4.9013 -0.7335 0.02 -0.54 0.03
C 2.3334 2.0664 4.2973 0.30 0.15 0.17
C 2.2829 0.5440 0.3381 0.35 0.18 0.08
C 2.9471 -0.7317 -3.1099 -0.62 -0.21 0.09
C -0.0259 1.4253 2.8619 1.28 0.33 0.99
C 2.0654 -5.0970 -1.7271 -0.44 0.68 0.10
C 1.6791 3.0325 3.5479 0.28 -0.20 0.08
C 0.2860 -4.5466 0.7009 0.22 0.51 -0.47
C -0.6006 3.8337 0.8429 0.05 0.03 0.30
C 3.1968 1.5331 0.5279 0.07 -0.47 0.38
C 3.4869 6.1189 -0.7566 0.64 0.24 0.00
H -3.6873 -4.6320 -1.6886 -0.13 -0.04 -0.32
H -0.5231 -2.7215 3.1944 -0.04 -0.13 -0.10
H -0.9187 4.8003 0.4499 -0.10 0.01 -0.08
H -1.9951 -5.3250 -4.2198 -0.33 0.03 0.00
H -6.3823 -1.8952 3.6926 -0.01 0.03 0.01
H 2.9232 7.0296 -0.9012 -0.03 0.01 -0.04
H 3.4867 -2.3201 -0.3930 0.14 0.14 -0.09
H 3.3678 -1.2604 -2.2616 0.14 -0.08 0.18
H 1.7786 4.8431 -0.8556 -0.19 0.01 0.01
H -0.6835 -0.4711 -4.8921 -0.19 -0.08 -0.04
H 2.1381 -0.3654 0.8830 0.04 -0.17 0.25
H -2.0940 -0.1197 3.6639 -0.24 -0.02 0.04
H -3.2768 4.0373 -3.4502 0.01 -0.08 0.06
H 0.4008 -1.2774 4.9569 0.01 0.16 -0.15
H 5.5113 2.8870 -0.1433 0.05 -0.05 -0.01
H -6.2833 -0.0691 2.0572 -0.04 0.03 -0.06
H -1.3683 4.1546 4.1991 -0.01 0.02 0.07
H -2.9468 -3.5833 -0.4953 -0.06 0.13 0.22
H 2.7696 -5.7034 -1.1660 0.13 -0.03 0.27
H -3.7421 -2.7709 -3.8768 -0.13 -0.25 0.07
H 0.8109 -4.7032 1.6393 0.19 0.03 0.09
H -0.5680 -1.3660 2.0626 -0.07 -0.13 -0.11
H 0.2738 3.5023 0.2860 0.01 -0.04 -0.12
H -5.4691 0.9637 0.2706 0.08 -0.01 -0.15
H 1.2667 -5.7494 -2.0597 -0.19 -0.12 -0.13
H -4.5317 -3.5468 3.7849 0.03 -0.03 0.03
H -0.4845 -4.5179 -4.5812 0.16 0.08 -0.19
H -2.1858 3.1504 2.9933 -0.11 -0.03 0.00
H 2.4245 -2.3740 -5.5777 0.18 0.27 -0.04
H -1.6310 0.0874 5.3586 -0.05 0.08 0.10
H -1.4024 3.1164 0.6763 -0.02 0.13 -0.11
H 2.5801 -4.7236 -2.6061 0.12 0.09 -0.18
H 2.1586 0.1206 5.1605 -0.05 -0.09 -0.03
H 3.6430 -3.8311 0.4805 -0.06 -0.28 -0.05
H -4.7982 3.3851 -3.0067 0.03 0.00 0.05
H -2.3202 -2.0829 -4.6343 0.15 0.03 -0.13
H -2.1435 4.9171 2.8010 -0.21 0.08 -0.01
H 0.3044 4.8350 2.5045 0.01 -0.16 0.00
H -2.9614 -1.3738 -3.1595 -0.08 0.24 0.08
H 3.2674 2.2969 4.7935 -0.01 0.01 0.07
H 3.6520 -0.8047 -3.9327 0.00 -0.12 -0.26
H 2.8647 0.3123 -2.8327 -0.03 0.17 0.09
H 2.0853 4.0376 3.5120 -0.03 0.07 -0.03
H -0.0691 0.6947 -3.7434 -0.13 0.15 0.11
H -2.6417 -3.3629 2.2267 0.07 -0.06 -0.05
H 2.7282 -2.5095 1.1719 -0.09 0.12 0.18
H 6.6731 5.0677 -0.1974 0.01 -0.01 -0.01
H 0.7748 -2.9441 -5.5616 -0.26 -0.05 -0.10
H -2.0647 -1.5200 4.7459 -0.09 -0.09 0.02
H 1.4453 2.5528 -1.9701 -0.10 0.28 -0.18
H 3.9710 1.6545 1.2561 0.08 0.08 0.21
H -0.0796 -5.5087 0.3556 -0.04 -0.16 -0.16
H -2.2368 -5.1476 -0.8467 0.18 -0.20 0.07
H -0.5801 -5.6417 -3.2443 0.12 -0.15 0.15
H 1.9674 -3.6847 -4.5150 0.06 -0.23 0.10
H 0.9877 -1.9850 2.6457 0.13 -0.04 -0.04
H -0.5732 -3.9134 0.8992 -0.24 0.09 0.14
H 0.7817 0.4213 -5.2554 0.27 -0.04 -0.14
```
Positions in Å, forces in eV/Å.

Results
Lowest unoccupied orbital energy (alpha / beta) in Eh: 0.0573 / 0.0503
E in Eh: -5654.45460
Net charge: -1